# 1
Molecular formula: C15H17N3O4S2
Method: DFT, the ωB97M-V functional and the def2-TZVPD basis

CARTESIAN COORDINATES (ANGSTROEM)
C 1.28 -0.46 -4.13
C 0.94 -0.95 -2.73
O 0.05 -0.01 -2.13
C -0.26 -0.23 -0.86
O 0.18 -1.20 -0.24
C -1.16 0.75 -0.26
C -1.48 0.66 1.09
N -1.02 -0.32 1.92
C -1.22 -0.31 3.26
O -1.92 0.51 3.82
C -0.45 -1.37 4.03
S 0.01 -2.85 3.08
C 1.41 -2.23 2.20
N 1.89 -1.08 2.52
C 2.92 -0.61 1.77
C 3.44 -1.29 0.72
C 2.92 -2.58 0.35
O 3.27 -3.29 -0.57
N 1.90 -3.01 1.22
S -2.50 1.92 1.62
C -2.53 2.60 0.01
C -3.32 3.84 -0.24
C -1.78 1.89 -0.87
C -1.62 2.25 -2.31
H 1.95 -1.17 -4.61
H 1.77 0.51 -4.07
H 0.38 -0.36 -4.72
H 0.44 -1.93 -2.77
H 1.84 -1.06 -2.11
H -0.43 -1.00 1.44
H 0.48 -0.93 4.40
H -1.05 -1.72 4.88
H 3.28 0.36 2.07
H 4.24 -0.88 0.12
H 1.45 -3.89 1.00
H -3.79 4.16 0.69
H -4.09 3.66 -0.98
H -2.68 4.64 -0.60
H -0.57 2.46 -2.54
H -2.22 3.12 -2.56
H -1.93 1.41 -2.94

Results
LUMO = 0.0153 Ha
frontier orbital gap = 0.309 Ha
energy above the lowest of the compared OMol25 structures with the same formula, charge and spin = 0.172 eV
structure (SMILES) = CCOC(=O)c1c(NC(=O)CSc2nccc(=O)[nH]2)sc(C)c1C
E_HOMO = -8.0 eV
maximum force = 0.71 eV/Å
total charge = 0

These are the Mulliken partial charges, in e, on atoms 1 to 6: -1.404, 0.063, -0.250, 1.050, -0.757, 0.421

=====

# 2
Molecular formula: C15H17N3O5
Method: DFT, the ωB97M-V functional and the def2-TZVPD basis

CARTESIAN COORDINATES (ANGSTROEM)
O 47.72 51.20 40.01
N 46.64 50.68 40.36
O 46.19 49.57 39.97
C 45.94 51.25 41.57
C 44.57 50.50 41.94
C 43.56 51.25 42.96
C 44.22 52.48 43.49
C 45.41 53.06 43.20
C 46.35 52.52 42.28
H 44.20 49.63 41.51
H 42.75 50.75 43.47
H 43.56 52.80 44.34
H 45.82 53.98 43.85
H 47.15 52.99 41.80
O 47.48 46.90 45.05
N 47.16 47.31 43.87
O 46.06 47.87 43.54
C 48.20 47.38 42.82
C 47.76 47.37 41.32
C 48.99 47.43 40.32
C 50.42 47.52 40.78
C 50.80 47.30 42.05
C 49.74 47.18 43.20
H 46.71 47.36 41.08
H 48.87 47.36 39.31
H 51.23 47.48 39.99
H 51.74 47.18 42.43
H 50.06 47.19 44.36
C 51.66 50.63 43.49
N 50.81 51.67 42.92
C 50.75 51.59 41.36
C 50.33 52.60 43.62
O 49.63 53.50 43.15
H 51.30 50.22 44.32
H 52.56 51.06 43.90
H 51.96 49.89 42.72
H 50.05 52.06 40.83
H 50.69 50.56 40.97
H 51.71 51.85 41.02
H 50.79 52.40 44.62

Results
LUMO = -0.0470 Ha
frontier orbital gap = 0.295 Ha
energy above the lowest of the compared OMol25 structures with the same formula, charge and spin = 16.766 eV
structure (SMILES) = O=[N+]([O-])c1ccccc1.O=[N+]([O-])c1ccccc1.CN(C)C=O
E_HOMO = -9.3 eV
maximum force = 8.24 eV/Å
total charge = 0

These are the Mulliken partial charges, in e, on atoms 1 to 6: -0.561, 0.932, -0.571, 0.276, -0.344, -0.735

=====

# 3
Molecular formula: C15H17N6S2Ti
Method: DFT, the ωB97M-V functional and the def2-TZVPD basis

CARTESIAN COORDINATES (ANGSTROEM)
Ti 0.26 0.05 0.55
C 1.79 3.87 0.88
C 1.48 2.51 0.38
N 0.34 1.92 0.65
N -0.61 2.48 1.45
C -0.94 1.73 2.47
N -1.92 2.08 3.30
S -0.05 0.23 2.84
C 2.38 1.62 -0.35
C 3.64 1.94 -0.83
C 4.41 0.96 -1.43
C 3.91 -0.34 -1.55
C 2.64 -0.60 -1.07
N 1.89 0.35 -0.47
H 1.61 3.90 1.95
H 1.13 4.60 0.41
H 2.82 4.15 0.68
H -2.38 2.97 3.19
H -2.03 1.58 4.16
H 4.01 2.95 -0.75
H 5.40 1.18 -1.81
H 4.49 -1.12 -2.02
H 2.19 -1.58 -1.17
N -2.12 1.15 -1.90
C -2.36 -0.15 -1.67
S -1.80 -0.84 -0.17
N -3.01 -0.85 -2.58
C -3.37 -2.25 -2.57
C -3.98 -2.85 -1.48
C -4.28 -4.20 -1.53
C -4.00 -4.94 -2.67
C -3.43 -4.31 -3.78
C -3.12 -2.97 -3.73
H -1.78 1.72 -1.16
H -2.57 1.63 -2.67
H -3.21 -0.38 -3.45
H -4.28 -2.26 -0.62
H -4.75 -4.67 -0.68
H -4.23 -5.99 -2.71
H -3.24 -4.88 -4.68
H -2.67 -2.49 -4.59

Results
LUMO (alpha / beta) = -0.2836 / -0.2883 Ha
frontier orbital gap (alpha / beta) = 0.243 / 0.239 Ha
spin multiplicity = 2
energy above the lowest of the compared OMol25 structures with the same formula, charge and spin = 0.816 eV
E_HOMO (alpha / beta) = -14.3 / -14.3 eV
maximum force = 3.65 eV/Å
total charge = +2
expectation value of S² = 0.77

These are the Mulliken partial charges, in e, on atoms 1 to 6: 0.275, -1.298, 0.752, 0.746, -1.364, 0.776

=====

# 4
Molecular formula: C15H17NO2S
Method: DFT, the ωB97M-V functional and the def2-TZVPD basis

CARTESIAN COORDINATES (ANGSTROEM)
O 2.64 1.29 0.32
S 1.53 0.46 0.66
O 1.26 0.23 2.06
C 0.05 1.12 -0.10
C 0.10 1.42 -1.46
C -1.01 1.92 -2.08
C -2.20 2.14 -1.36
C -3.36 2.66 -1.97
C -4.50 2.87 -1.25
C -4.54 2.57 0.12
C -3.43 2.06 0.75
C -2.24 1.84 0.03
C -1.08 1.32 0.64
N 1.68 -0.96 -0.21
C 0.74 -2.00 0.18
C 1.21 -2.77 1.41
C 2.62 -3.32 1.17
C 3.56 -2.18 0.82
C 3.03 -1.44 -0.41
H 1.03 1.24 -1.99
H -0.99 2.16 -3.14
H -3.33 2.89 -3.03
H -5.38 3.27 -1.72
H -5.45 2.74 0.68
H -3.45 1.83 1.80
H -1.07 1.08 1.69
H 0.62 -2.67 -0.67
H -0.21 -1.51 0.38
H 0.51 -3.58 1.62
H 1.23 -2.09 2.26
H 2.59 -4.05 0.35
H 2.97 -3.84 2.07
H 4.57 -2.55 0.62
H 3.61 -1.47 1.65
H 3.03 -2.10 -1.28
H 3.64 -0.56 -0.63

Results
LUMO = 0.0080 Ha
frontier orbital gap = 0.328 Ha
energy above the lowest of the compared OMol25 structures with the same formula, charge and spin = 0.188 eV
structure (SMILES) = O=S(=O)(c1ccc2ccccc2c1)N1CCCCC1
E_HOMO = -8.7 eV
maximum force = 1.10 eV/Å
total charge = 0

These are the Mulliken partial charges, in e, on atoms 1 to 6: -0.778, 1.448, -0.681, -0.366, -0.562, -1.090

=====

# 5
Molecular formula: C15H17NO3PbS
Method: DFT, the ωB97M-V functional and the def2-TZVPD basis

CARTESIAN COORDINATES (ANGSTROEM)
C 0.01 -1.68 -4.31
C -1.32 -1.80 -3.81
C -1.25 -2.45 -2.52
C 0.14 -2.73 -2.25
C 0.91 -2.25 -3.36
Pb -0.31 0.00 -1.77
C -0.97 1.81 -3.34
C 0.45 1.92 -3.74
C 0.78 2.43 -5.02
N 1.36 1.44 -2.85
H -2.10 -2.77 -1.91
H -2.24 -1.53 -4.34
H 0.52 -3.28 -1.38
H 1.99 -2.38 -3.49
H 0.29 -1.31 -5.30
H -1.66 1.40 -4.08
H 2.31 1.38 -3.24
H -1.33 2.38 -2.47
H -0.05 2.73 -5.66
H 1.81 2.45 -5.37
C -0.05 0.93 6.72
C -0.01 0.58 5.27
C 0.06 -0.78 4.92
C 0.11 -1.11 3.59
C 0.13 -0.07 2.68
C 0.03 1.27 2.99
C -0.03 1.61 4.33
S 0.14 -0.56 1.00
O 1.47 -0.99 0.57
O -0.98 -1.47 0.76
O -0.18 0.81 0.40
H -0.93 0.45 7.18
H 0.85 0.53 7.22
H -0.10 2.01 6.86
H 0.07 -1.56 5.68
H 0.14 -2.13 3.23
H -0.01 2.02 2.22
H -0.09 2.68 4.59

Results
LUMO (alpha / beta) = -0.0821 / -0.0816 Ha
frontier orbital gap (alpha / beta) = 0.207 / 0.210 Ha
energy above the lowest of the compared OMol25 structures with the same formula, charge and spin = 0.366 eV
E_HOMO (alpha / beta) = -7.9 / -7.9 eV
maximum force = 1.84 eV/Å
total charge = 0

These are the Mulliken partial charges, in e, on atoms 1 to 6: -0.290, -0.659, -0.539, -0.436, -0.616, 1.020

=====

# 6
Molecular formula: C15H17O2P
Method: DFT, the ωB97M-V functional and the def2-TZVPD basis

CARTESIAN COORDINATES (ANGSTROEM)
C 2.11 -2.84 1.24
C 2.28 -2.99 -0.26
C 1.21 -2.23 -1.04
O 1.37 -0.82 -0.96
P 0.82 0.20 0.17
O 1.84 0.63 1.13
C -0.65 -0.58 0.91
C -0.66 -0.82 2.27
C -1.77 -1.41 2.86
C -2.85 -1.77 2.08
C -2.84 -1.53 0.71
C -1.74 -0.93 0.12
C 0.19 1.55 -0.87
C 0.67 1.77 -2.16
C 0.21 2.85 -2.88
C -0.71 3.73 -2.32
C -1.17 3.52 -1.03
C -0.72 2.43 -0.31
H 2.17 -1.80 1.53
H 2.88 -3.39 1.77
H 1.14 -3.23 1.55
H 3.26 -2.60 -0.55
H 2.23 -4.04 -0.55
H 1.28 -2.46 -2.10
H 0.22 -2.52 -0.68
H 0.20 -0.53 2.86
H -1.78 -1.60 3.92
H -3.72 -2.23 2.53
H -3.69 -1.80 0.11
H -1.72 -0.72 -0.94
H 1.39 1.08 -2.58
H 0.58 3.03 -3.88
H -1.06 4.58 -2.89
H -1.89 4.20 -0.60
H -1.07 2.25 0.70

Results
LUMO = 0.0279 Ha
frontier orbital gap = 0.374 Ha
structure (SMILES) = CCCOP(=O)(c1ccccc1)c1ccccc1
E_HOMO = -9.4 eV
maximum force = 0.97 eV/Å
total charge = 0

These are the Mulliken partial charges, in e, on atoms 1 to 6: -0.977, -0.462, -0.340, -0.349, 1.111, -0.797